Entry 1:
ORCA calculation (ωB97M-V/def2-TZVPD) on 7 unconnected molecules or ions with the total composition C40H101N7O13 at a distorted geometry.

Values from the calculation:
* HOMO: -8.47 eV
* LUMO: 0.0201 Eh
* charge: 0
* gap between HOMO and LUMO: 9.0 eV
* energy above the lowest of the compared OMol25 structures with the same formula, charge and spin: 0.0 kJ/mol
* molecular weight: 888.3 g/mol
* structure (SMILES): COC[C@H](C)N.COCCNCCOC.COCCNCCOC.COCCNCCOC.COCCNCCOC.COCCNCCOC.COCCNCCOC

CARTESIAN COORDINATES (ANGSTROEM)
C -24.04 -11.98 9.55
O -24.78 -11.79 8.38
C -26.02 -12.49 8.37
C -27.12 -11.48 8.16
C -27.29 -10.53 9.33
N -28.40 -12.18 7.95
H -22.98 -11.75 9.41
H -24.05 -13.00 9.95
H -24.37 -11.35 10.39
H -26.03 -13.30 7.62
H -26.15 -13.02 9.32
H -26.93 -10.91 7.24
H -28.06 -9.79 9.14
H -26.39 -9.92 9.48
H -27.42 -11.07 10.27
H -28.29 -12.72 7.09
H -29.17 -11.56 7.74
C -29.95 -17.74 14.72
O -30.48 -16.55 14.16
C -30.77 -16.70 12.78
C -30.65 -15.30 12.15
N -29.28 -14.84 12.03
C -29.07 -13.62 11.26
C -29.63 -12.33 11.83
O -31.02 -12.24 11.53
C -31.59 -10.99 11.76
H -30.77 -18.47 14.79
H -29.48 -17.69 15.70
H -29.16 -18.11 14.07
H -31.78 -17.07 12.62
H -30.06 -17.30 12.21
H -31.28 -14.62 12.74
H -31.06 -15.40 11.14
H -29.00 -14.65 13.00
H -29.47 -13.80 10.26
H -28.00 -13.46 11.11
H -29.18 -11.48 11.31
H -29.44 -12.18 12.90
H -31.38 -10.59 12.76
H -32.68 -11.04 11.72
H -31.26 -10.25 11.03
C -27.98 -7.69 2.80
O -26.98 -7.57 3.78
C -27.01 -8.46 4.87
C -28.33 -8.56 5.63
N -29.21 -9.57 5.03
C -30.61 -9.26 5.26
C -31.05 -9.12 6.73
O -30.69 -10.39 7.31
C -31.13 -10.51 8.64
H -28.98 -7.65 3.24
H -27.87 -8.59 2.19
H -27.97 -6.83 2.14
H -26.20 -8.14 5.53
H -26.78 -9.47 4.49
H -28.82 -7.58 5.63
H -28.00 -8.81 6.65
H -29.12 -10.50 5.42
H -31.23 -10.08 4.89
H -30.93 -8.32 4.79
H -32.11 -8.91 6.84
H -30.47 -8.36 7.27
H -31.01 -11.57 8.89
H -32.20 -10.33 8.73
H -30.59 -9.93 9.40
C -28.01 -15.70 7.01
O -28.48 -16.93 7.49
C -28.57 -16.96 8.90
C -27.25 -16.77 9.64
N -27.46 -16.95 11.07
C -26.24 -16.68 11.83
C -26.45 -16.85 13.30
O -25.49 -16.21 14.08
C -25.67 -16.39 15.46
H -28.62 -14.86 7.38
H -28.02 -15.74 5.92
H -26.99 -15.40 7.26
H -29.02 -17.92 9.16
H -29.33 -16.25 9.27
H -26.79 -15.81 9.37
H -26.65 -17.62 9.32
H -28.16 -16.25 11.37
H -25.84 -15.66 11.65
H -25.52 -17.37 11.37
H -26.49 -17.92 13.55
H -27.47 -16.53 13.59
H -25.52 -17.43 15.78
H -26.71 -16.12 15.71
H -25.02 -15.74 16.04
C -30.96 -15.28 5.53
O -30.24 -15.33 4.32
C -30.42 -14.16 3.55
C -30.07 -12.85 4.28
N -28.72 -12.98 4.91
C -27.66 -12.68 3.92
C -26.31 -12.59 4.62
O -25.91 -13.92 4.87
C -24.54 -14.06 5.20
H -30.88 -16.25 6.02
H -32.03 -15.05 5.47
H -30.62 -14.55 6.27
H -31.40 -14.13 3.06
H -29.72 -14.25 2.71
H -30.73 -12.68 5.13
H -30.19 -11.99 3.61
H -28.67 -13.99 5.03
H -27.84 -11.75 3.37
H -27.64 -13.42 3.10
H -26.41 -11.99 5.53
H -25.61 -12.12 3.92
H -23.97 -13.96 4.27
H -24.42 -15.07 5.58
H -24.21 -13.34 5.96
C -21.77 -14.59 7.52
O -22.34 -14.71 8.81
C -22.38 -16.05 9.25
C -22.67 -16.01 10.75
N -21.58 -15.32 11.43
C -21.77 -15.20 12.88
C -22.99 -14.32 13.22
O -22.66 -13.01 12.78
C -23.65 -12.05 13.07
H -21.62 -13.54 7.30
H -22.45 -15.07 6.81
H -20.80 -15.08 7.41
H -21.42 -16.52 9.01
H -23.17 -16.65 8.79
H -22.85 -17.02 11.12
H -23.60 -15.43 10.82
H -21.58 -14.42 10.98
H -20.90 -14.69 13.28
H -21.90 -16.21 13.26
H -23.26 -14.29 14.28
H -23.91 -14.64 12.73
H -23.89 -12.08 14.14
H -24.58 -12.24 12.52
H -23.27 -11.07 12.82
C -21.98 -8.93 9.36
O -23.07 -8.38 10.07
C -23.68 -7.29 9.38
C -24.69 -6.62 10.30
N -25.59 -7.63 10.81
C -26.64 -7.10 11.68
C -27.24 -8.25 12.46
O -26.22 -8.67 13.36
C -26.49 -9.92 13.98
H -22.26 -9.20 8.34
H -21.82 -9.86 9.92
H -21.08 -8.32 9.29
H -24.21 -7.80 8.57
H -23.02 -6.50 9.00
H -25.19 -5.90 9.65
H -24.14 -6.13 11.13
H -25.10 -8.29 11.40
H -27.43 -6.59 11.12
H -26.24 -6.35 12.37
H -27.49 -9.02 11.72
H -28.13 -7.98 13.01
H -27.34 -9.90 14.67
H -25.62 -10.08 14.63
H -26.49 -10.70 13.23

=====

Entry 2:
ORCA calculation (ωB97M-V/def2-TZVPD) on a molecular structure, C32H27F12N4O3STi.

Values from the calculation:
* HOMO: -10.47 eV
* LUMO: -0.1211 Eh
* charge: +1
* gap between HOMO and LUMO: 7.2 eV
* molecular weight: 823.5 g/mol

CARTESIAN COORDINATES (ANGSTROEM)
Ti -0.07 -0.29 -0.37
C -5.37 -2.13 3.92
C -4.07 -1.80 3.26
C -2.97 -1.36 3.98
C -1.77 -1.07 3.35
C -1.61 -1.23 1.98
N -0.37 -0.96 1.36
C 0.81 -0.80 2.16
C 1.11 -1.84 3.04
C 2.23 -1.80 3.84
C 3.09 -0.70 3.80
C 4.31 -0.64 4.67
C 2.79 0.32 2.92
C 1.68 0.31 2.08
C 1.47 1.49 1.12
O 0.32 1.38 0.36
C 1.37 2.84 1.88
F 0.89 3.79 1.09
F 2.57 3.24 2.33
F 0.55 2.71 2.92
C 2.62 1.53 0.07
F 2.44 0.46 -0.76
F 3.85 1.44 0.56
F 2.56 2.62 -0.69
C -2.75 -1.58 1.22
C -3.94 -1.88 1.88
C -2.70 -1.55 -0.30
O -1.83 -0.54 -0.71
C -2.21 -2.92 -0.84
F -1.95 -2.86 -2.16
F -1.07 -3.28 -0.23
F -3.10 -3.88 -0.63
C -4.04 -1.16 -0.98
F -4.98 -2.10 -0.90
F -4.52 -0.04 -0.43
F -3.83 -0.91 -2.28
H -5.27 -2.14 5.01
H -5.74 -3.11 3.61
H -6.14 -1.40 3.67
H -3.04 -1.23 5.05
H -0.94 -0.73 3.95
H 0.46 -2.70 3.05
H 2.44 -2.62 4.52
H 4.43 -1.55 5.26
H 4.25 0.20 5.37
H 5.22 -0.50 4.08
H 3.47 1.17 2.88
H -4.80 -2.18 1.30
O 0.84 -1.67 -1.63
C 1.02 -1.37 -3.03
C 0.15 -0.19 -3.40
C -0.38 -0.05 -4.66
C -1.12 1.09 -4.94
C -1.30 2.05 -3.95
C -0.75 1.81 -2.70
N -0.03 0.72 -2.43
H 1.54 -2.26 -1.24
H 0.74 -2.25 -3.61
H 2.07 -1.13 -3.20
H -0.22 -0.81 -5.41
H -1.55 1.23 -5.92
H -1.87 2.94 -4.12
H -0.87 2.50 -1.87
C 6.10 -4.04 3.78
C 4.80 -4.24 3.08
C 3.84 -5.15 3.43
C 2.67 -5.21 2.64
N 2.46 -4.42 1.61
C 3.39 -3.52 1.27
S 3.23 -2.41 0.02
N 4.55 -3.46 2.00
C 1.58 -6.17 2.98
H 6.21 -4.76 4.59
H 6.14 -3.03 4.20
H 6.93 -4.16 3.09
H 3.98 -5.81 4.27
H 5.23 -2.77 1.71
H 1.90 -6.93 3.69
H 1.22 -6.65 2.06
H 0.73 -5.63 3.40

=====

Entry 3:
ORCA calculation (ωB97M-V/def2-TZVPD) on 15 unconnected molecules or ions with the total composition C3H34N2O16 at a distorted geometry.

Values from the calculation:
* HOMO: -10.58 eV
* LUMO: 0.0023 Eh
* charge: 0
* gap between HOMO and LUMO: 10.6 eV
* energy above the lowest of the compared OMol25 structures with the same formula, charge and spin: 0.0 kJ/mol
* molecular weight: 354.3 g/mol

CARTESIAN COORDINATES (ANGSTROEM)
C 1.34 -0.73 0.26
N 0.21 -1.17 -0.35
C 0.26 -1.43 -1.76
C -1.10 -1.00 -2.47
N -2.02 -1.98 -2.46
O -1.36 0.17 -2.69
O 1.47 -0.26 1.38
H 2.33 -0.89 -0.27
H -0.70 -1.22 0.09
H 0.46 -2.48 -2.08
H 1.09 -0.69 -2.11
H -3.01 -2.03 -2.70
H -1.74 -2.91 -2.08
H 1.47 -2.49 3.92
H 1.57 -2.29 2.44
O 1.57 -2.98 3.10
H 1.96 2.36 2.98
H 1.37 2.23 1.61
O 2.00 2.78 2.11
H 0.08 -0.24 2.53
H -1.18 0.33 3.19
O -0.57 -0.44 3.23
H -0.23 -4.52 -1.16
H -1.34 -4.83 -0.21
O -1.19 -4.61 -1.16
H 1.61 1.33 -2.30
H 3.04 1.54 -1.85
O 2.49 0.87 -2.27
H -0.35 2.71 -2.69
H -0.37 1.34 -2.03
O 0.15 2.21 -2.05
H -0.33 -3.90 2.06
H -1.58 -3.22 1.40
O -1.05 -4.05 1.42
H -2.14 2.29 1.71
H -3.00 1.91 2.86
O -2.32 1.52 2.30
H -1.01 4.16 0.68
H -0.52 4.08 2.05
O -1.28 3.78 1.53
H 1.38 -1.10 -3.82
H 2.08 0.06 -4.34
O 1.44 -0.60 -4.65
H 3.37 3.03 0.88
H 3.68 1.83 0.19
O 3.92 2.76 0.12
H 0.54 3.35 -0.64
H 1.84 4.13 -0.08
O 0.86 4.08 -0.07
H -2.87 -1.74 2.24
H -1.33 -1.20 2.04
O -2.12 -1.63 1.65
H -3.00 0.98 0.15
H -3.03 0.54 -1.38
O -2.87 0.26 -0.47

=====

Entry 4:
ORCA calculation (ωB97M-V/def2-TZVPD) on 2 unconnected molecules or ions with the total composition C2H6N2.

Values from the calculation:
* HOMO (spin up / spin down): -11.89 / -11.89 eV
* multiplicity: 2
* LUMO (spin up / spin down): -0.2307 / -0.3585 Eh
* charge: +1
* gap between HOMO and LUMO (spin up / spin down): 5.6 / 2.1 eV
* energy above the lowest of the compared OMol25 structures with the same formula, charge and spin: 313.7 kJ/mol
* molecular weight: 58.1 g/mol

CARTESIAN COORDINATES (ANGSTROEM)
C 0.93 -2.94 -2.45
N 2.06 -3.34 -2.22
H 0.40 -2.25 -1.78
H 0.43 -3.23 -3.39
H 2.74 -3.98 -2.64
C -0.99 3.33 2.37
N -1.63 2.54 3.11
H 0.09 3.37 2.53
H -1.42 3.97 1.59
H -2.62 2.52 2.89

=====

Entry 5:
ORCA calculation (ωB97M-V/def2-TZVPD) on 2 unconnected molecules or ions with the total composition H4INP2 at a distorted geometry.

Values from the calculation:
* HOMO (spin up / spin down): -9.09 / -8.34 eV
* LUMO (spin up / spin down): -0.0494 / -0.0464 Eh
* charge: 0
* gap between HOMO and LUMO (spin up / spin down): 7.8 / 7.1 eV
* energy above the lowest of the compared OMol25 structures with the same formula, charge and spin: 306.0 kJ/mol
* molecular weight: 206.9 g/mol

CARTESIAN COORDINATES (ANGSTROEM)
N 2.09 0.10 2.12
P -0.01 0.96 -0.42
P -0.24 -0.75 0.72
I 2.69 1.97 1.58
H 1.41 0.30 2.78
H -0.34 0.41 -1.66
H -1.47 1.59 -0.44
H -1.05 0.02 1.52

=====

Entry 6:
ORCA calculation (ωB97M-V/def2-TZVPD) on C5H9NO in the gas phase at a distorted geometry.

Values from the calculation:
* HOMO: -8.78 eV
* LUMO: 0.0200 Eh
* charge: 0
* gap between HOMO and LUMO: 9.3 eV
* energy above the lowest of the compared OMol25 structures with the same formula, charge and spin: 358.4 kJ/mol
* molecular weight: 99.1 g/mol
* structure (SMILES): N/C=C/CCC=O

CARTESIAN COORDINATES (ANGSTROEM)
N -1.84 0.07 1.92
C -1.39 0.93 0.83
C -0.94 0.60 -0.35
C 0.38 1.15 -1.04
C 1.63 0.29 -0.71
C 1.29 -1.06 -0.06
O 0.99 -2.05 -0.79
H -2.77 0.21 2.32
H -1.41 -0.83 1.94
H -1.00 1.84 1.21
H -1.51 -0.20 -0.88
H 0.07 1.20 -2.03
H 0.52 2.26 -0.74
H 2.06 -0.08 -1.76
H 2.34 0.91 -0.20
H 0.90 -0.91 1.03

=====

| no. | total energy (eV) |
| --- | --- |
| 1 | -80157.283 |
| 2 | -112286.519 |
| 3 | -39404.774 |
| 4 | -5139.691 |
| 5 | -28228.714 |
| 6 | -8865.498 |